{
  "formula": "C7H12NO",
  "method": "ωB97M-V/def2-TZVPD",
  "charge": 1,
  "spin_multiplicity": 1,
  "smiles": "C[C@@H]1C[N@H+](C)[C@@H]2C=C2O1",
  "elements": ["O", "N", "C", "C", "C", "C", "C", "C", "C", "H", "H", "H", "H", "H", "H", "H", "H", "H", "H", "H", "H"],
  "positions_angstrom": [[0.843746, -1.961347, -0.130310], [0.551529, 0.984526, 0.322281], [0.537610, 2.408925, -0.333330], [-0.400100, -1.356162, 0.331557], [-0.494743, 0.063956, -0.272357], [1.859426, 0.274198, 0.523021], [-1.584081, -2.157938, -0.020678], [1.878851, -1.094578, -0.134326], [2.661434, -0.170903, -0.631301], [-0.537013, -0.004137, -1.308150], [0.001200, 1.189014, 1.093803], [0.712985, 2.426947, -1.359399], [1.333832, 2.940201, 0.270876], [-0.318994, -1.388552, 1.478620], [3.726377, -0.109107, -0.976774], [-2.119943, -2.639467, 0.743994], [-1.425989, 0.475574, -0.011978], [2.370294, 0.399716, 1.474226], [-0.278156, 3.008871, -0.010120], [-2.451342, -1.591693, -0.481538], [-1.359598, -2.979084, -0.737759]],
  "forces_ev_per_angstrom": [[1.53, -0.57, -0.62], [-0.60, 1.25, -3.54], [2.42, -0.14, 3.45], [1.10, 1.14, 2.28], [0.61, -1.35, 1.65], [0.57, -1.12, 0.45], [-1.90, -0.86, -2.94], [-3.57, 1.44, 0.51], [2.52, -1.19, -0.56], [0.76, 0.01, -2.05], [0.13, 0.31, 3.08], [0.32, -0.30, -1.58], [-0.25, -0.64, -1.21], [0.01, 0.70, -1.50], [-1.54, 0.54, -0.17], [0.04, -0.61, 1.66], [-1.28, 0.62, 0.56], [-0.80, 0.47, 0.26], [-1.50, -0.27, -0.10], [1.33, -0.12, 0.08], [0.12, 0.69, 0.29]]
}

{
  "formula": "C17H41IN3O3",
  "method": "ωB97M-V/def2-TZVPD",
  "charge": -1,
  "spin_multiplicity": 1,
  "elements": ["I", "O", "O", "O", "N", "N", "N", "C", "C", "C", "C", "C", "C", "C", "C", "C", "C", "C", "C", "C", "C", "C", "C", "C", "H", "H", "H", "H", "H", "H", "H", "H", "H", "H", "H", "H", "H", "H", "H", "H", "H", "H", "H", "H", "H", "H", "H", "H", "H", "H", "H", "H", "H", "H", "H", "H", "H", "H", "H", "H", "H", "H", "H", "H", "H"],
  "positions_angstrom": [[-1.206859, -2.806019, 0.268711], [1.930218, -7.726288, -2.895811], [-3.746999, -1.393469, 8.510903], [1.377105, 2.145382, -1.602435], [0.613585, 3.252833, -1.879118], [-4.272007, -1.282869, 4.771874], [1.363647, -5.301581, -3.877121], [2.016919, 3.808879, -3.870492], [-0.058781, 2.437980, -4.125318], [2.787733, -8.781159, -3.124578], [0.004185, 6.081941, -2.743982], [-2.414000, -0.455727, 6.073868], [-4.450668, -1.222365, 7.288832], [3.349067, -4.167507, -3.232278], [-4.624280, -1.228998, 9.602121], [2.647827, -6.512371, -2.422253], [-0.034290, 5.643068, -1.246895], [-3.551516, -1.466714, 6.051271], [0.281094, 3.881372, 0.544945], [2.285673, 4.772765, -0.863301], [0.827310, 4.333202, -0.853521], [0.608435, 3.563325, -3.328467], [2.719901, -5.512663, -3.567958], [-0.330698, 4.804055, -3.562287], [2.798228, 3.258329, -3.346503], [2.988321, 3.943649, -0.780038], [0.964422, 6.534790, -2.990927], [-4.813150, -0.195392, 7.243764], [-1.375983, 4.616432, -3.316815], [3.182641, -5.969043, -4.442997], [-1.129974, 2.362171, -3.938494], [-4.857100, -0.188369, 9.827925], [0.738385, 1.549222, -1.204649], [-2.859755, 0.495170, 5.781950], [-0.704495, 3.447655, 0.375845], [4.408937, -4.386077, -3.101925], [3.282449, -9.115918, -2.212821], [0.307647, 6.537760, -0.726595], [-1.627977, -0.571970, 5.327697], [2.156181, -6.265314, -1.481325], [2.522916, 5.422652, -1.705596], [3.664419, -6.712628, -2.083830], [-3.191495, -2.487083, 6.182913], [2.048672, 3.514101, -4.919394], [-1.063816, 5.494936, -0.920933], [-5.293980, -1.897235, 7.142288], [1.322607, -4.803515, -4.754821], [2.856678, -3.611620, -2.434372], [1.182199, -4.494058, -3.298254], [-3.693165, -1.411063, 3.954192], [0.920705, 3.088971, 0.933656], [0.105037, 2.474092, -5.202332], [-5.541501, -1.781857, 9.399265], [0.387356, 1.470440, -3.895261], [-4.707838, -0.373415, 4.716679], [2.307418, 4.856854, -3.796490], [3.578240, -8.507968, -3.823543], [-0.280141, 5.012764, -4.630921], [2.248392, -9.649081, -3.503953], [-4.214410, -1.649518, 10.520422], [2.380525, 5.360155, 0.049985], [-0.737467, 6.856609, -2.938771], [3.369686, -3.535024, -4.119771], [0.167543, 4.773688, 1.160555], [-1.919957, -0.331365, 7.037487]],
  "forces_ev_per_angstrom": [[0.07, 0.10, 0.00], [0.61, 1.64, 0.70], [-0.18, -0.27, -0.24], [0.91, -0.67, 0.34], [-2.42, 1.70, -0.05], [-0.82, -0.95, 1.02], [-2.15, 1.50, -1.09], [0.29, 0.30, -0.34], [0.26, -1.07, 0.25], [0.63, -0.54, 0.06], [0.01, -1.77, 0.50], [0.54, 0.58, 0.12], [0.27, 0.26, -1.31], [1.55, -0.75, -0.75], [-0.14, -0.44, 0.15], [0.37, -1.69, -0.09], [0.43, -0.23, -0.66], [0.71, 0.97, 0.06], [0.46, -0.14, -1.78], [-0.07, 0.20, 1.24], [-0.79, 1.07, -1.51], [-0.77, 0.81, 0.40], [-0.20, -0.05, 0.94], [0.97, 0.88, 0.13], [-0.27, -0.27, 0.08], [-0.09, -0.06, -0.20], [0.18, -0.21, -0.06], [-0.28, 0.29, -0.03], [0.05, -0.64, -0.03], [0.49, -0.23, 0.20], [0.04, 0.07, 0.12], [-0.08, 0.27, -0.30], [0.06, -0.47, 0.04], [-0.09, 0.30, 0.31], [-0.06, 0.04, 0.05], [0.28, 0.52, 0.88], [0.17, -0.06, 0.34], [0.33, -0.34, 0.71], [-0.09, -0.63, -0.11], [-0.51, 0.89, -0.48], [0.01, -0.21, 0.01], [0.32, -0.73, -0.16], [0.05, -0.11, -0.49], [0.16, 0.13, -0.06], [-0.14, -0.18, -0.19], [-0.26, -0.19, 0.58], [-0.15, -0.27, -0.80], [0.23, -0.31, 0.23], [-1.27, -0.06, 0.75], [0.22, -0.11, 0.11], [0.03, 0.30, 0.45], [-0.07, 0.72, -0.07], [-0.31, 0.10, 0.09], [0.00, -0.07, 0.44], [0.13, 0.11, 0.07], [-0.08, 0.09, -0.11], [0.19, -0.08, -0.34], [-0.07, 0.02, -0.17], [-0.22, 0.19, -0.19], [0.43, -0.10, -0.21], [0.45, 0.26, 0.06], [-0.15, -0.04, 0.09], [-0.41, 0.04, -0.16], [0.32, -0.27, 0.32], [-0.10, -0.11, 0.13]]
}

no.,E_LUMO (eV),gap between HOMO and LUMO (eV)
1,-3.29,10.31
2,2.46,5.99